(1)
# H80O40

A cluster of 40 separate species, H80O40 in total in a non-equilibrium geometry (the ωB97M-V functional and the def2-TZVPD basis, the OMol25 dataset).

Geometry as ORCA input:
```
! wB97M-V def2-TZVPD RIJCOSX def2/J DEFGRID3
* xyz 0 1
H -4.81 -3.55 1.75
H -3.75 -4.35 0.83
O -4.72 -4.33 1.14
H 2.77 -4.25 1.51
H 2.38 -5.85 1.67
O 2.72 -5.09 1.02
H 0.66 3.09 1.50
H -0.07 2.09 2.66
O -0.11 2.49 1.72
H 1.67 6.53 0.17
H 1.86 5.83 -1.03
O 2.35 6.50 -0.48
H 5.05 -3.25 0.79
H 4.55 -4.59 0.42
O 5.27 -4.16 0.90
H -1.61 -1.18 3.67
O -1.08 -1.77 3.10
H -3.78 -2.29 -1.45
O -4.33 -1.49 -1.28
H -4.83 1.07 -1.37
H -5.93 1.93 -1.97
O -5.01 1.53 -2.20
H -3.49 -0.49 4.86
H -3.40 -1.83 4.22
O -2.90 -1.31 4.86
H -0.19 -1.01 -6.18
H -1.07 0.21 -5.96
O -1.15 -0.71 -6.25
H -1.34 -2.49 -5.12
H -0.97 -3.93 -5.31
O -1.37 -3.35 -4.72
H -1.49 1.02 1.27
O -2.02 0.24 1.28
H 0.81 2.71 -5.38
H 0.03 3.90 -5.58
O 0.46 3.45 -4.84
H 3.17 -0.92 5.69
H 2.66 0.25 4.66
O 2.82 -0.04 5.50
H -1.31 -3.82 0.10
H -1.16 -2.72 1.13
O -1.83 -3.12 0.52
H -1.84 1.06 -3.50
H -0.90 2.10 -3.15
O -1.16 1.56 -3.90
H -3.80 -0.93 0.70
H -3.97 0.35 1.46
O -4.26 -0.08 0.66
H -1.56 -4.20 3.07
H -1.93 -5.45 2.18
O -2.29 -4.66 2.66
H 4.88 2.29 3.36
O 4.30 1.57 3.21
H 4.72 -1.12 -0.78
H 6.00 -1.94 -0.42
O 5.05 -1.98 -0.74
H -4.90 3.24 -0.25
O -5.16 4.18 -0.19
H -2.97 3.32 -1.34
H -1.90 2.48 -0.73
O -2.30 3.36 -0.58
H 3.18 3.22 1.14
H 3.05 2.64 2.69
O 2.38 2.93 1.95
H 2.10 0.61 -3.17
H 1.09 1.19 -2.15
O 2.10 1.05 -2.28
H 3.69 -0.25 1.77
H 5.04 -0.13 0.83
O 4.35 -0.73 1.23
H -1.98 -2.41 -0.95
H -1.93 -3.25 -2.15
O -1.31 -2.60 -1.75
H 2.96 -1.07 -5.88
H 1.94 0.06 -6.37
O 2.07 -0.63 -5.74
H -4.16 2.02 3.51
H -5.16 0.93 3.62
O -4.43 1.29 4.17
H 0.55 0.74 4.79
H 0.81 0.56 3.24
O 0.25 1.00 3.86
H -2.51 2.32 3.99
H -1.64 2.31 2.77
O -2.56 2.45 3.06
H -0.50 3.77 -1.04
H -0.97 5.04 -0.89
O -0.25 4.61 -1.40
H -2.91 5.74 2.48
O -3.11 5.06 1.90
H 2.17 1.89 -4.55
H 3.20 2.47 -3.57
O 3.15 1.85 -4.40
H 4.18 0.93 3.95
H -1.52 -1.97 2.32
H -4.46 4.68 0.29
H -4.92 -1.93 -0.63
H -2.36 0.26 2.28
H -3.31 5.39 1.03
O -0.79 0.14 -1.11
H -0.99 -0.47 -1.85
H -1.38 -0.27 -0.50
O 4.54 3.57 0.68
H 5.11 3.77 1.39
H 4.22 4.48 0.35
O 3.15 -4.30 -1.69
H 3.18 -3.35 -1.46
H 2.57 -4.76 -1.07
O 1.69 -1.86 1.04
H 1.41 -0.89 0.94
H 2.44 -1.93 0.40
O 2.00 -4.28 -4.56
H 1.03 -4.30 -4.95
H 2.22 -3.33 -4.35
O 0.16 -4.50 2.06
H 0.23 -3.96 2.83
H 1.13 -4.49 1.74
O 2.70 0.61 0.49
H 2.98 1.51 0.60
H 2.62 0.51 -0.48
*
```

For the highest occupied orbital energy, the calculation gives -10.1 eV. As for the energy above the lowest of the compared OMol25 structures with the same formula, charge and spin: 329.0 kcal per mole. Its HOMO-LUMO gap is 9.31 eV.

(2)
# H80O40

A cluster of 40 separate species, H80O40 in total in a non-equilibrium geometry (the ωB97M-V functional and the def2-TZVPD basis, the OMol25 dataset).

Geometry as ORCA input:
```
! wB97M-V def2-TZVPD RIJCOSX def2/J DEFGRID3
* xyz 0 1
H 1.48 -3.56 4.30
H 2.00 -2.25 5.18
O 1.64 -2.61 4.34
H 5.11 -2.51 3.09
H 5.20 -2.41 1.49
O 5.57 -2.15 2.31
H -1.61 0.80 -3.52
H -2.03 2.20 -3.97
O -1.89 1.33 -4.31
H -1.98 5.13 -1.16
H -3.37 5.84 -1.59
O -2.78 5.12 -1.73
H -2.01 -3.51 4.63
H -1.92 -2.76 3.30
O -2.39 -3.48 3.72
H 1.49 2.26 -0.79
O 1.90 1.39 -0.59
H 0.92 3.22 4.00
O 1.62 3.58 3.48
H 4.13 -0.78 2.08
H 3.87 0.59 1.16
O 3.64 0.09 2.00
H -2.79 -4.39 1.88
H -3.92 -4.76 1.09
O -2.97 -4.86 1.03
H -1.79 -5.67 -2.74
H -2.10 -5.42 -1.11
O -2.22 -5.16 -2.02
H -2.14 2.01 -0.81
H -2.44 3.58 -1.14
O -1.84 2.97 -0.71
H 1.76 0.06 -1.84
O 1.41 -0.37 -2.64
H -3.84 0.67 1.75
H -3.43 1.91 0.72
O -3.29 1.04 1.09
H 0.95 -3.53 -3.94
H 2.13 -3.17 -3.05
O 1.20 -3.38 -3.03
H -5.07 2.37 -1.50
H -4.25 1.14 -2.14
O -4.27 2.12 -2.06
H 5.48 3.26 -0.71
H 4.03 2.89 -1.00
O 4.87 2.48 -0.89
H 5.68 -0.75 -2.14
H 4.91 0.59 -1.72
O 5.08 -0.06 -2.35
H -4.00 -1.74 -0.12
H -2.97 -1.84 1.21
O -3.87 -1.66 0.81
H 1.60 -0.73 0.68
O 1.38 -1.52 0.20
H 0.83 4.11 -4.55
H 1.31 2.83 -3.86
O 1.39 3.80 -3.79
H -3.56 3.70 1.72
O -3.45 4.37 1.05
H 0.46 0.67 -4.20
H 1.17 1.28 -5.61
O 0.83 1.32 -4.75
H -6.56 -0.04 0.86
H -5.49 -1.09 0.62
O -6.28 -0.64 0.22
H 4.62 3.19 1.44
H 4.71 3.90 2.85
O 5.22 3.46 2.13
H 2.20 -4.76 0.46
H 2.51 -5.72 1.45
O 2.60 -4.78 1.38
H 2.24 4.46 -0.52
H 2.98 4.69 0.79
O 2.63 4.02 0.22
H -1.25 -0.76 2.25
H -1.98 -0.25 3.51
O -2.07 -0.90 2.78
H -1.24 -1.33 -4.53
H -0.62 -0.16 -5.18
O -0.83 -1.13 -5.37
H -0.47 -3.05 -2.84
H -2.05 -3.34 -2.65
O -1.36 -2.76 -2.79
H 3.94 -2.79 -1.75
H 4.20 -1.71 -2.95
O 3.84 -2.51 -2.66
H -3.61 -1.04 -1.91
H -2.62 -0.50 -2.80
O -3.56 -0.42 -2.68
H -0.28 0.55 4.37
O -0.38 1.49 4.43
H -1.22 -2.01 5.96
H -2.54 -2.15 5.55
O -2.06 -1.56 6.10
H 0.82 -1.26 -0.54
H 2.84 1.48 -0.36
H -2.56 4.27 0.82
H 1.33 3.68 2.48
H 1.80 -1.30 -2.59
H -0.24 1.70 5.36
O 0.23 3.77 1.27
H 0.15 4.24 0.46
H -0.45 3.50 1.95
O 3.90 -2.77 0.23
H 3.44 -2.91 1.05
H 3.05 -2.88 -0.25
O -1.95 2.90 2.87
H -2.26 2.09 3.27
H -1.43 3.47 3.40
O -1.79 -2.20 -0.29
H -1.51 -2.41 -1.23
H -1.87 -1.27 -0.09
O -0.55 0.10 0.86
H -0.98 0.96 0.93
H 0.40 0.45 0.95
O 0.49 -4.36 -0.08
H 0.41 -3.44 0.10
H -0.30 -4.29 -0.80
O 0.53 3.59 -1.38
H 0.64 3.64 -2.31
H -0.23 3.20 -1.06
*
```

For the highest occupied orbital energy, the calculation gives -10.6 eV. As for the energy above the lowest of the compared OMol25 structures with the same formula, charge and spin: 220.4 kcal per mole. Its HOMO-LUMO gap is 10.20 eV.

(3)
# H8IO4

A cluster of 5 separate species, H8IO4 in total (the ωB97M-V functional and the def2-TZVPD basis, the OMol25 dataset).

Geometry as ORCA input:
```
! wB97M-V def2-TZVPD RIJCOSX def2/J DEFGRID3
* xyz -1 1
I -7.99 19.04 20.44
O -11.34 17.83 20.73
H -11.56 17.43 21.58
H -10.38 18.03 20.79
O -10.67 21.36 20.55
H -10.06 20.59 20.52
H -11.30 21.19 19.85
O -7.05 15.38 19.94
H -7.49 15.10 20.74
H -7.45 16.25 19.74
O -4.42 19.74 20.23
H -4.12 19.02 19.67
H -5.38 19.57 20.34
*
```

For the highest occupied orbital energy, the calculation gives -4.7 eV. As for the energy above the lowest of the compared OMol25 structures with the same formula, charge and spin: 6.2 kcal per mole. Its HOMO-LUMO gap is 8.17 eV.